CH2N2O2S | ωB97M-V/def2-TZVPD

Properties
* frontier orbital gap (alpha / beta): 9.41 / 8.13 eV
* energy: -18974.7336 eV
* <S²>: 2.055
* energy relative to the best compared isomer or geometry (same formula, charge and spin): 1.278 eV
* HOMO energy (alpha / beta): -9.0 / -10.0 eV
* 2S+1: 3
* strongest force on any atom: 5.1 eV/Å

```
8
Properties=species:S:1:pos:R:3:forces:R:3
C 0.250444 0.272013 0.446826 -3.57 -2.02 -3.00
N 0.223299 -0.173660 1.646199 -0.65 -0.01 0.20
N -1.067037 -0.103441 -0.630515 3.15 2.05 3.06
O -0.643640 -0.763471 2.278660 0.31 0.21 -0.10
O 1.600313 0.960020 -1.631890 -0.25 0.06 -1.47
S 1.718482 0.891475 -0.181324 0.49 0.30 1.30
H -1.417234 -1.012015 -0.369895 0.32 -0.35 0.04
H -0.664627 -0.070922 -1.558061 0.21 -0.25 -0.02
```
Positions in Å, forces in eV/Å.

C4H5O2P | ωB97M-V/def2-TZVPD

Properties
* frontier orbital gap (alpha / beta): 8.25 / 7.07 eV
* energy: -17606.4110 eV
* <S²>: 2.010
* energy relative to the best compared isomer or geometry (same formula, charge and spin): 1.555 eV
* HOMO energy (alpha / beta): -7.5 / -10.3 eV
* 2S+1: 3
* strongest force on any atom: 4.7 eV/Å

```
12
Properties=species:S:1:pos:R:3:forces:R:3
C 2.383677 -0.342341 -0.814084 1.33 0.20 -1.88
C 2.147218 -1.010474 0.128409 -1.39 -0.24 1.83
C -1.205441 -0.091810 0.839512 2.23 2.80 0.02
C -0.692931 1.125378 0.182740 0.74 -0.96 1.29
O -0.098341 2.023598 0.728863 -0.12 0.41 0.37
O -0.931410 1.161172 -1.154177 -0.47 1.01 0.21
P -2.033511 -1.078840 -0.256395 -3.09 -2.70 -2.34
H 2.909339 -0.123325 -1.686638 0.15 0.82 -0.97
H 1.609802 -1.240008 0.990087 -0.14 -0.79 1.03
H -1.096404 -0.273114 1.873683 -0.08 0.42 0.98
H -0.929589 2.131408 -1.305009 0.29 -0.63 -0.55
H -2.062408 -2.281642 0.473004 0.54 -0.33 0.01
```
Positions in Å, forces in eV/Å.

C20H16O8 | ωB97M-V/def2-TZVPD

Properties
* frontier orbital gap: 6.74 eV
* energy: -37376.3959 eV
* energy relative to the best compared isomer or geometry (same formula, charge and spin): 2.360 eV
* HOMO energy: -8.6 eV
* strongest force on any atom: 4.9 eV/Å

```
44
Properties=species:S:1:pos:R:3:forces:R:3
C -3.057633 3.960033 1.707896 0.92 1.54 -0.93
O -2.106797 2.904588 1.843401 1.01 0.61 -0.20
C -0.827929 3.122948 1.363109 0.24 -2.74 -0.14
C -0.150187 1.964121 0.991724 -0.86 1.49 0.58
C 1.218937 2.005224 0.464397 0.87 2.58 0.12
C 1.959932 0.769196 0.031151 0.14 -0.14 -0.09
C 1.653474 -0.472814 0.834970 -0.90 -1.62 0.86
C 2.247127 -0.631580 2.119275 0.12 0.00 0.93
C 1.994993 -1.739480 2.930754 -1.32 0.07 -1.52
C 1.145742 -2.706713 2.428087 -0.34 0.14 -1.34
C 0.535738 -2.598799 1.193087 -0.49 -0.74 -0.43
C 0.749243 -1.494023 0.364990 1.88 1.58 0.94
C 0.122507 -1.448395 -1.013623 -1.03 0.64 -0.08
O -1.286302 -1.719360 -0.916239 0.25 0.00 -0.43
C 0.285161 -0.077725 -1.709888 -0.79 -0.40 2.41
C 0.100374 0.075439 -3.196090 0.24 -0.67 -0.52
O 0.939315 1.206074 -3.526886 -0.43 -0.65 -0.04
C 1.799139 1.391298 -2.530003 1.96 1.30 0.76
O 2.598936 2.277920 -2.511762 0.40 0.81 -0.59
C 1.704782 0.410607 -1.419867 -1.36 -1.51 -1.12
O 0.983081 -3.729693 3.293488 0.08 -0.35 0.53
C 1.778599 -3.403573 4.424541 -0.46 0.55 0.70
O 2.291051 -2.068730 4.216461 0.34 0.14 0.41
C 1.875203 3.234235 0.321061 -1.24 -3.66 -0.31
C 1.227580 4.449397 0.701515 3.41 1.85 0.13
O 1.903290 5.487185 0.680898 -1.55 -0.80 0.03
C -0.125771 4.433783 1.291515 -4.00 2.66 0.74
O -0.712624 5.501600 1.598652 1.90 -2.71 -0.55
H -3.158687 4.547659 2.625712 0.46 0.09 -0.24
H -4.026332 3.587667 1.502501 -0.83 -1.09 -0.22
H -2.773990 4.589015 0.816609 -0.40 -0.34 1.19
H -0.699851 1.019243 1.137372 0.46 0.46 -0.24
H 3.031110 0.955156 0.142379 -0.08 0.21 -0.06
H 2.875957 0.120990 2.589650 0.00 0.26 -0.53
H -0.120866 -3.409670 0.824368 0.48 0.36 0.48
H 0.640345 -2.175683 -1.639815 -0.11 -0.40 -0.19
H -1.465005 -2.471804 -0.338186 0.21 0.16 -0.14
H -0.404979 0.650517 -1.228654 0.20 -0.51 -0.12
H 0.428635 -0.824391 -3.751304 0.03 0.44 0.12
H -0.904970 0.326973 -3.514091 -0.12 -0.06 0.12
H 2.365136 -0.441573 -1.629959 0.22 0.19 -0.29
H 1.154098 -3.480484 5.342847 0.32 0.48 -0.60
H 2.629200 -4.048922 4.552188 0.39 -0.58 -0.34
H 2.867026 3.236329 -0.124443 -0.23 0.36 0.22
```
Positions in Å, forces in eV/Å.

C12H18O9 | ωB97M-V/def2-TZVPD

Properties
* frontier orbital gap: 10.55 eV
* energy: -31163.5027 eV
* energy relative to the best compared isomer or geometry (same formula, charge and spin): 0.987 eV
* HOMO energy: -10.2 eV
* strongest force on any atom: 2.4 eV/Å

```
39
Properties=species:S:1:pos:R:3:forces:R:3
C -2.828635 -1.792158 0.969081 0.39 -0.94 -0.44
C -2.450426 -2.012015 -0.493441 -1.81 1.45 -0.46
C -2.905410 -3.285376 -1.205447 -0.58 -0.98 1.25
O -3.903716 -2.924845 -2.159814 1.38 0.40 -0.09
C -3.937267 -1.561489 -2.215401 -1.54 0.04 -0.33
O -4.623310 -0.959684 -2.975820 0.15 -0.06 -0.11
O -3.272042 -1.016706 -1.206743 1.41 0.01 0.30
H -2.381754 -2.602987 1.550528 0.19 0.34 0.31
H -3.904303 -1.854085 1.125329 -0.07 0.00 -0.27
H -2.490874 -0.801485 1.259907 0.15 -0.10 0.26
H -1.405984 -1.774743 -0.683571 0.04 0.01 0.01
H -3.440269 -3.933766 -0.503346 0.38 -0.15 0.05
H -2.050670 -3.826604 -1.608765 -0.24 -0.01 -0.50
C 2.622585 -0.283216 -3.427458 -0.60 -0.25 0.08
C 1.272746 -0.812766 -2.918872 1.03 0.78 0.27
C 0.591108 0.107924 -1.867235 0.41 -0.25 -2.06
O -0.722725 0.237646 -2.418515 -0.04 0.23 1.34
C -0.798167 -0.253006 -3.659211 -0.38 -0.10 0.40
O -1.784349 -0.177202 -4.308402 0.01 -0.15 -0.68
O 0.353812 -0.858942 -3.993500 -0.11 -0.34 -0.47
H 2.559569 0.650273 -3.988541 -0.43 0.12 0.24
H 3.027234 -1.003618 -4.136997 0.36 -0.12 0.31
H 3.247623 -0.110251 -2.551134 0.35 -0.22 -0.20
H 1.435895 -1.809921 -2.504043 -0.23 -0.15 -0.21
H 1.052708 1.089046 -1.950755 0.06 0.06 0.74
H 0.614682 -0.344766 -0.884850 -0.31 0.39 0.23
C 2.868375 3.677539 4.138083 0.40 -0.04 0.84
C 2.615995 2.208979 3.813559 -1.59 1.09 0.29
C 1.135221 1.822037 4.180630 1.30 -0.15 -0.10
O 0.631842 1.321829 2.961872 -0.81 -0.10 -0.30
C 1.409372 1.695540 1.919535 0.24 -0.19 1.06
O 1.050744 1.688789 0.789278 0.44 -0.06 -0.08
O 2.638094 2.027070 2.402090 0.05 -0.07 -0.90
H 2.418754 4.392296 3.451546 -0.04 -0.33 -0.35
H 3.934013 3.884952 4.234889 -0.02 0.09 -0.21
H 2.420956 3.906958 5.110791 0.13 -0.12 0.06
H 3.328128 1.559090 4.311393 0.16 -0.13 -0.25
H 0.544708 2.678774 4.496566 0.00 0.08 0.01
H 1.125740 1.050880 4.946765 -0.25 -0.09 -0.06
```
Positions in Å, forces in eV/Å.

C2H2F2S2 | ωB97M-V/def2-TZVPD

Properties
* frontier orbital gap (alpha / beta): 8.28 / 5.73 eV
* energy: -29205.4953 eV
* <S²>: 2.025
* energy relative to the best compared isomer or geometry (same formula, charge and spin): 2.260 eV
* HOMO energy (alpha / beta): -7.9 / -9.3 eV
* 2S+1: 3
* strongest force on any atom: 2.0 eV/Å

```
8
Properties=species:S:1:pos:R:3:forces:R:3
C 0.541296 -0.301416 0.163830 0.00 -1.07 -0.41
C -0.750264 -0.245725 0.056426 0.93 0.40 0.06
F 1.122571 -1.533242 0.067310 0.53 -0.53 -0.05
F -0.383459 2.195132 0.015314 0.74 0.00 -0.06
S 1.760814 0.899033 0.377276 -0.58 1.14 0.48
S -2.337898 -0.374076 0.313273 -1.72 -0.27 -0.96
H 2.840586 0.183420 -0.046409 -0.55 -0.03 -0.25
H -2.793644 -0.823126 -0.947022 0.65 0.36 1.19
```
Positions in Å, forces in eV/Å.

C4H8N2 | ωB97M-V/def2-TZVPD

Properties
* frontier orbital gap: 8.65 eV
* energy: -7253.9352 eV
* energy relative to the best compared isomer or geometry (same formula, charge and spin): 3.940 eV
* HOMO energy: -7.9 eV
* strongest force on any atom: 1.8 eV/Å

```
14
Properties=species:S:1:pos:R:3:forces:R:3
N -1.706077 1.133158 -0.546050 -1.56 0.07 -0.97
C -0.467960 0.945941 -1.318584 -0.03 -0.01 0.29
C 0.347477 0.708809 -0.097175 0.65 -0.42 0.07
C 0.280700 -0.494723 0.499855 1.28 0.73 -0.05
C 1.136226 -1.657455 0.454479 0.19 -0.61 -0.25
N 0.874617 -0.914431 1.729153 0.41 -0.10 0.28
H -1.711726 2.004617 -0.024803 0.00 -0.28 0.04
H -1.717088 0.328776 0.088072 -0.54 0.96 -0.20
H -0.226970 1.829279 -1.925272 -0.02 -0.27 0.34
H -0.595362 0.071212 -1.970754 0.20 0.24 0.23
H 0.649577 1.602429 0.443807 -0.45 0.00 0.29
H 2.118568 -1.406473 0.058292 -0.05 -0.51 0.05
H 0.825547 -2.687158 0.348399 -0.20 -0.03 0.06
H 0.192471 -1.463981 2.260582 0.13 0.23 -0.17
```
Positions in Å, forces in eV/Å.

C35H40CdN4O6STe | ωB97M-V/def2-TZVPD

Properties
* frontier orbital gap (alpha / beta): 6.53 / 7.60 eV
* energy: -77886.1631 eV
* <S²>: 0.759
* energy relative to the best compared isomer or geometry (same formula, charge and spin): 0.340 eV
* total charge: -1
* HOMO energy (alpha / beta): -4.2 / -5.8 eV
* 2S+1: 2
* strongest force on any atom: 0.8 eV/Å

```
88
Properties=species:S:1:pos:R:3:forces:R:3
Cd 1.594106 0.854809 -2.584158 0.19 -0.10 0.28
O 0.249350 1.286694 -4.537680 -0.60 -0.23 0.45
C 0.326018 0.273553 -5.530434 -0.01 -0.15 -0.09
C 1.312085 -0.817858 -5.144535 0.02 -0.05 0.04
N 1.158013 -1.263101 -3.755154 -0.16 0.03 -0.03
C -0.074458 -2.044812 -3.503848 0.02 -0.06 -0.07
C -1.335715 -1.359806 -2.912969 0.05 0.10 0.12
O -2.008743 -2.099099 -2.168825 -0.01 -0.16 0.08
O -1.615849 -0.172824 -3.209405 0.43 0.35 -0.41
C 2.338575 -2.050416 -3.378066 0.06 0.03 0.04
C 3.658249 -1.249573 -3.347976 0.01 -0.02 -0.02
O 4.686587 -1.876044 -3.575497 0.01 0.00 0.01
O 3.571660 -0.006617 -3.056377 -0.07 -0.03 -0.05
H -0.525008 0.959840 -3.977016 0.23 0.19 -0.07
H 0.646957 0.727618 -6.470772 0.00 0.00 0.02
H -0.671849 -0.147514 -5.672979 -0.01 0.00 -0.01
H 2.326120 -0.425891 -5.243078 0.00 0.00 -0.01
H 1.212352 -1.666654 -5.839951 -0.01 0.01 0.00
H 0.173457 -2.838953 -2.802518 -0.02 0.00 0.00
H -0.392755 -2.542770 -4.431770 0.01 0.00 0.00
H 2.481359 -2.909261 -4.044290 -0.01 0.00 0.00
H 2.183835 -2.433220 -2.365438 0.00 0.00 -0.01
C -1.265581 5.097092 -1.172345 -0.02 0.01 0.02
C 0.211666 5.263704 -1.029509 0.04 -0.08 -0.03
C 0.842360 6.427321 -0.681070 0.08 0.05 0.02
C 2.246204 6.392202 -0.575034 -0.09 0.01 0.00
N 2.963167 5.316898 -0.822384 0.04 -0.05 -0.02
C 2.330436 4.179737 -1.200695 -0.20 0.18 0.05
S 3.195455 2.785694 -1.582302 0.09 -0.04 -0.09
N 0.965581 4.178783 -1.266488 0.50 0.60 0.11
C 3.005999 7.626211 -0.188170 0.00 0.01 0.00
H -1.778055 6.033718 -0.965479 0.00 0.02 0.01
H -1.626920 4.321005 -0.495607 0.00 0.01 -0.02
H -1.506197 4.761305 -2.181556 0.00 -0.01 0.01
H 0.280504 7.327440 -0.481145 0.00 0.01 0.00
H 0.478170 3.255846 -1.451652 -0.20 -0.12 -0.01
H 2.389792 8.313738 0.390009 0.00 0.00 0.00
H 3.336894 8.141253 -1.092518 0.00 0.00 0.00
H 3.892574 7.348820 0.377438 0.00 0.00 0.00
C -4.085316 -4.684199 4.440291 0.00 0.00 0.00
C -3.101434 -3.992069 3.535116 0.00 -0.01 0.01
C -2.561048 -2.760903 3.867778 0.00 0.00 0.00
C -1.648187 -2.105294 3.041836 -0.02 0.00 -0.08
C -1.153613 -0.750317 3.472258 0.05 -0.02 -0.11
C -1.250802 -2.723046 1.849786 0.00 -0.03 0.13
Te 0.024781 -1.755547 0.355728 -0.08 0.05 -0.12
N 0.420630 0.175537 -0.723694 -0.02 0.06 -0.10
C -0.449053 1.129684 -0.767372 0.04 -0.25 0.15
O -0.324682 2.092173 -1.625673 -0.34 -0.38 -0.19
C -1.615443 1.231303 0.169621 -0.02 0.04 -0.02
C -1.559920 2.138825 1.222820 0.01 0.02 -0.02
C -2.625826 2.254914 2.104468 -0.04 0.04 -0.02
C -3.756384 1.468444 1.928210 0.03 0.02 0.02
C -3.812843 0.567985 0.872277 0.02 -0.04 0.01
C -2.747663 0.442962 -0.009528 -0.02 -0.02 -0.04
C 1.615778 -1.317922 1.691714 -0.08 0.02 0.06
C 2.051618 -0.003885 1.816757 -0.04 0.04 0.03
C 3.086681 0.321232 2.679384 0.02 0.00 0.01
C 3.697109 -0.676023 3.423281 0.00 -0.01 -0.01
C 3.280923 -1.990324 3.279357 0.01 0.01 0.00
C 2.247475 -2.339880 2.412386 -0.04 0.00 0.02
C 1.861150 -3.789145 2.284714 -0.02 0.02 -0.01
C -1.808614 -3.957884 1.479229 0.07 -0.02 0.04
C -1.443000 -4.644889 0.188570 -0.01 0.02 0.00
C -2.716323 -4.572694 2.333371 0.00 -0.02 -0.01
H -4.354071 -4.051128 5.285966 0.00 0.00 0.00
H -3.668938 -5.613534 4.835405 0.00 0.00 0.00
H -5.000979 -4.939838 3.903771 0.00 0.00 0.00
H -2.867872 -2.277894 4.790676 0.00 0.00 0.00
H -1.802354 -0.341730 4.247980 0.01 0.01 -0.02
H -1.141397 -0.048243 2.636176 0.00 -0.05 0.02
H -0.138331 -0.800280 3.868495 0.07 -0.02 0.00
H -0.667684 2.741242 1.362581 0.00 0.00 0.00
H -2.570094 2.952472 2.931665 0.00 0.00 0.00
H -4.588714 1.552494 2.616341 0.00 0.00 0.00
H -4.690488 -0.051510 0.734592 0.00 0.00 0.00
H -2.785323 -0.257385 -0.838936 0.01 -0.01 0.01
H 1.583558 0.766991 1.218835 0.02 -0.01 0.02
H 3.418430 1.348903 2.756913 0.00 0.00 -0.01
H 4.509231 -0.437383 4.098838 0.00 0.00 0.00
H 3.776019 -2.774329 3.841603 0.00 0.00 0.00
H 2.630111 -4.426765 2.721052 0.00 0.00 0.00
H 1.736737 -4.070924 1.236453 0.01 0.00 0.00
H 0.913994 -3.997373 2.785710 -0.01 0.00 0.01
H -1.712916 -4.034367 -0.676348 0.00 0.03 -0.05
H -1.957108 -5.603249 0.111009 -0.01 0.01 -0.01
H -0.367476 -4.831889 0.132909 -0.01 0.00 0.00
H -3.136719 -5.532190 2.046868 -0.01 0.00 0.00
```
Positions in Å, forces in eV/Å.

C5H5NO2S | ωB97M-V/def2-TZVPD

Properties
* frontier orbital gap: 9.07 eV
* energy: -21685.3838 eV
* energy relative to the best compared isomer or geometry (same formula, charge and spin): 0.752 eV
* HOMO energy: -8.9 eV
* strongest force on any atom: 4.6 eV/Å

```
14
Properties=species:S:1:pos:R:3:forces:R:3
C 1.795471 1.192369 -0.010554 0.48 0.26 -1.04
C 0.322036 1.486918 0.009598 0.01 -0.50 -1.65
O -0.174091 2.564553 -0.253004 1.04 1.67 0.36
N -0.622658 0.523683 0.173649 0.07 -2.13 0.44
S -2.153879 1.212077 0.006050 -0.43 -1.16 -0.55
C -2.720716 -0.386201 -0.240345 -1.86 -0.55 0.09
C -1.884411 -1.431967 -0.132178 -0.69 -0.83 -0.42
C -0.558147 -1.034746 0.109050 -1.30 4.40 0.44
O 0.455964 -1.547551 0.325312 3.18 -2.17 0.36
H 2.250324 2.157576 -0.109449 0.24 0.79 0.58
H 2.270203 0.732091 -0.942256 -1.38 -0.33 1.35
H 2.065230 0.731128 0.926373 0.43 -0.45 -0.04
H -3.782577 -0.552823 -0.453403 0.37 0.31 0.18
H -2.110123 -2.502973 -0.207972 -0.16 0.70 -0.11
```
Positions in Å, forces in eV/Å.